1.
{
  "formula": "C5H4NO4",
  "method": "ωB97M-V with the def2-TZVPD basis set",
  "species": ["C", "C", "C", "C", "C", "N", "O", "O", "O", "O", "H", "H", "H", "H"],
  "xyz": [[-1.2599, 0.0487, 0.3661], [-0.1618, -0.9471, 0.4391], [0.8847, -0.3057, -0.3156], [-0.2440, -2.2210, 0.9331], [0.3831, 1.1174, -0.5965], [-0.9913, 1.1907, -0.1877], [0.5876, -3.0970, 1.1494], [2.0308, -0.5848, -0.5735], [0.5165, 1.4560, -1.9608], [1.2237, 1.9499, 0.1082], [-2.0979, 0.0411, 0.9129], [-1.2154, -2.3399, 1.3984], [-0.3891, 1.5417, -2.2126], [2.0060, 1.4493, 0.2557]],
  "forces_ev_per_angstrom": [[4.4, 0.1, -0.9], [-0.2, 2.4, -2.4], [-0.8, 0.1, 0.9], [-0.1, -0.8, 2.0], [0.4, -0.3, -1.1], [-0.1, 0.0, 0.2], [0.4, -0.3, -0.7], [1.2, -0.7, -0.3], [0.3, -0.2, 0.1], [-1.1, 1.4, 0.7], [-3.6, -0.8, 1.7], [-1.3, -0.6, 0.3], [-1.0, 0.3, -0.7], [1.3, -0.6, 0.1]],
  "smiles": "O=CC1=C([O-])C(O)(O)N=C1",
  "relative_energy_kj_mol": 86.43,
  "lumo_energy_ha": 0.1409,
  "gap_ev": 8.05,
  "total_charge": -1,
  "homo_ev": -4.22
}

---

2.
{
  "formula": "C5H9N2OS",
  "method": "ωB97M-V with the def2-TZVPD basis set",
  "species": ["C", "C", "C", "C", "C", "N", "N", "O", "S", "H", "H", "H", "H", "H", "H", "H", "H", "H"],
  "xyz": [[-1.3290, 0.5271, -0.1273], [2.2932, 0.3353, -0.3545], [-2.2230, 1.7495, 0.0600], [-2.8300, -1.1626, -0.7797], [4.1528, -0.8682, 0.9526], [1.1092, 0.4636, -0.1883], [-1.4879, -0.6580, -0.5415], [-0.0042, 0.9973, 0.1951], [3.8933, 0.2046, -0.5417], [-2.0777, 2.4240, -0.6962], [-3.2150, 1.3756, 0.1262], [-1.9030, 1.9780, 1.0886], [-2.8682, -1.3159, -1.7889], [-2.7222, -2.2449, -0.5260], [-3.6038, -0.6569, -0.3833], [4.6252, -0.1641, 1.5888], [4.9743, -1.5786, 0.7992], [3.2161, -1.4059, 1.1171]],
  "forces_ev_per_angstrom": [[-1.1, -2.3, -2.3], [-6.2, 1.3, 1.1], [1.3, -3.6, 3.0], [4.0, -3.3, 0.4], [0.9, -0.6, -1.2], [4.0, -1.5, -1.3], [0.7, 2.8, 1.5], [1.3, 1.2, 0.7], [0.9, -0.8, -0.4], [0.4, 2.0, -1.5], [-1.0, 0.0, -0.2], [-0.5, 1.3, -0.4], [-0.7, 0.3, -3.0], [-0.8, 0.8, 0.7], [-2.6, 1.6, 1.4], [-0.6, 0.5, 1.6], [-0.4, -0.1, -0.7], [0.4, 0.4, 0.7]],
  "relative_energy_kj_mol": 545.91,
  "lumo_energy_ha": -0.1556,
  "gap_ev": 9.64,
  "total_charge": 1,
  "homo_ev": -13.88
}

---

3.
{
  "formula": "C3H12NO3",
  "method": "ωB97M-V with the def2-TZVPD basis set",
  "species": ["C", "N", "C", "C", "O", "H", "H", "H", "H", "H", "H", "H", "H", "H", "H", "O", "H", "H", "O"],
  "xyz": [[-0.4346, -0.9120, 1.2108], [0.6716, -1.1994, 0.2338], [1.7102, -0.1553, 0.2114], [1.2858, 1.1657, -0.3884], [1.0208, 1.0594, -1.7544], [-0.9306, -1.8676, 1.2462], [-1.1040, -0.1271, 0.8561], [0.0043, -0.7925, 2.1869], [0.1459, -0.9778, -0.6745], [2.5510, -0.5727, -0.3590], [1.9777, 0.0535, 1.2601], [2.0728, 1.8813, -0.2793], [0.3532, 1.4689, 0.1041], [-1.7445, -1.2723, -1.2712], [0.2016, 0.5701, -1.8529], [-1.1148, -0.5415, -1.3071], [-2.5848, 1.4201, 0.5965], [-1.7331, 0.2985, -0.4679], [-2.3486, 0.5009, 0.4491]],
  "forces_ev_per_angstrom": [[4.0, -3.4, 0.4], [-1.0, 3.9, 0.9], [0.9, -1.5, 1.6], [-1.6, -0.5, -0.8], [0.7, 0.3, -0.4], [-1.0, -0.1, 0.0], [-0.1, 0.5, 0.6], [0.1, 0.6, 0.5], [-1.0, -1.8, -1.1], [0.0, 0.3, 0.2], [0.3, -0.1, -0.3], [0.4, 0.4, 0.4], [0.3, 0.4, 0.4], [0.2, 0.0, -0.2], [-0.6, -0.3, -0.4], [0.0, 0.5, -0.8], [0.1, 0.1, -0.1], [-1.1, -0.2, 0.2], [-0.6, 0.8, -0.9]],
  "spin_multiplicity": 2,
  "relative_energy_kj_mol": 144.18,
  "lumo_energy_ha": [0.0314, -0.1023],
  "gap_ev": [10.68, 7.16],
  "homo_ev": [-9.82, -9.94]
}

---

4.
{
  "formula": "C10H9AuClF5O4S",
  "method": "ωB97M-V with the def2-TZVPD basis set",
  "species": ["Au", "O", "Cl", "O", "O", "O", "F", "C", "C", "F", "C", "F", "C", "S", "C", "F", "C", "F", "C", "C", "C", "C", "H", "H", "H", "H", "H", "H", "H", "H", "H"],
  "xyz": [[-1.1012, -1.2465, 0.0900], [-1.6753, -4.1010, 3.0929], [-1.1514, -2.8773, 2.6275], [-1.2574, -1.8193, 3.5685], [-2.0671, -2.5007, 1.4236], [0.1751, -2.9928, 2.0985], [5.7692, 0.2465, -0.2918], [4.5294, -0.1309, -0.5799], [3.4702, 0.3182, 0.1880], [3.6938, 1.1320, 1.2161], [2.1843, -0.0917, -0.1090], [1.2035, 0.3702, 0.6758], [1.9078, -0.9332, -1.1830], [0.3013, -1.4801, -1.6826], [2.9953, -1.3609, -1.9378], [2.7965, -2.1676, -2.9810], [4.2906, -0.9795, -1.6456], [5.3057, -1.4173, -2.3845], [-1.2630, 2.0358, -0.9812], [-2.5023, 1.3222, -0.4501], [-3.5461, 2.3335, 0.0485], [-2.1984, 0.3840, 0.6898], [-1.5083, 2.6223, -1.8668], [-0.4737, 1.3368, -1.2530], [-0.8614, 2.7166, -0.2261], [-2.9573, 0.7517, -1.2657], [-3.1872, 2.8525, 0.9401], [-4.4900, 1.8473, 0.2958], [-3.7342, 3.0791, -0.7243], [-3.0815, -0.0710, 1.1396], [-1.5668, 0.8211, 1.4676]],
  "forces_ev_per_angstrom": [[0.5, -1.3, -0.3], [0.0, -0.1, 0.1], [0.1, 0.1, -0.2], [0.0, 0.0, 0.0], [-0.1, 0.5, 0.4], [-0.2, 0.0, 0.1], [0.0, 0.0, 0.0], [0.0, 0.0, 0.0], [0.0, -0.1, 0.0], [0.0, 0.0, 0.0], [0.0, 0.0, -0.1], [0.0, 0.0, 0.0], [-0.1, 0.1, 0.1], [-0.1, 0.6, 0.1], [0.0, 0.0, 0.0], [0.0, 0.0, 0.0], [0.0, 0.0, 0.0], [0.0, 0.0, 0.0], [0.0, 0.1, 0.1], [0.2, -0.1, -0.2], [0.0, 0.0, 0.1], [-0.3, 0.3, 0.1], [0.0, 0.0, 0.0], [0.0, 0.0, 0.0], [0.0, 0.0, 0.0], [0.0, 0.0, 0.0], [0.0, 0.0, 0.0], [0.0, 0.0, 0.0], [0.0, 0.0, 0.0], [0.0, -0.1, -0.1], [0.1, -0.1, -0.1]],
  "relative_energy_kj_mol": 49.84,
  "lumo_energy_ha": [-0.1027, -0.1027],
  "gap_ev": [6.47, 6.47],
  "homo_ev": [-9.26, -9.26]
}

---

5.
{
  "formula": "C3H11NOS",
  "method": "ωB97M-V with the def2-TZVPD basis set",
  "species": ["C", "C", "S", "H", "H", "H", "H", "H", "H", "N", "C", "O", "H", "H", "H", "H", "H"],
  "xyz": [[0.4744, 1.7292, -1.9243], [-0.2773, 0.3878, -1.7939], [0.7165, -1.0669, -1.4798], [1.1117, 2.0252, -1.0898], [1.0940, 1.7718, -2.8296], [-0.3014, 2.5146, -2.0694], [-0.8013, 0.1061, -2.7138], [-1.0100, 0.5020, -0.9917], [-0.1450, -2.1162, -1.8264], [0.6606, -1.2624, 1.7922], [-0.3683, -0.4334, 2.5291], [-1.5457, -0.2580, 1.6316], [1.1261, -0.8231, 1.0406], [1.3482, -1.6200, 2.4375], [0.1443, 0.5186, 2.7856], [-0.7804, -0.8814, 3.4492], [-1.4462, -1.0937, 1.0528]],
  "forces_ev_per_angstrom": [[-0.4, 0.1, -1.0], [-0.9, 0.3, -0.1], [0.6, -1.3, -0.2], [-0.2, -0.3, 0.2], [0.0, -0.2, 0.2], [0.5, -0.4, 0.3], [-0.1, 0.7, 0.1], [0.0, -0.1, -0.1], [0.6, 1.3, 0.3], [-2.1, -0.7, 2.4], [0.4, 0.1, -1.8], [2.2, -1.8, -0.3], [0.2, 0.9, -0.7], [0.0, -0.1, 0.1], [-1.2, 0.0, -0.3], [0.8, -0.3, -0.4], [-0.3, 1.8, 1.2]],
  "smiles": "CCS.NCO",
  "relative_energy_kj_mol": 121.45,
  "lumo_energy_ha": 0.0283,
  "gap_ev": 9.66,
  "homo_ev": -8.89
}

---

6.
{
  "formula": "C13H17NO8S",
  "method": "ωB97M-V with the def2-TZVPD basis set",
  "species": ["O", "O", "O", "O", "O", "O", "O", "O", "C", "C", "C", "C", "C", "C", "C", "C", "N", "C", "C", "C", "C", "C", "S", "H", "H", "H", "H", "H", "H", "H", "H", "H", "H", "H", "H", "H", "H", "H", "H", "H"],
  "xyz": [[-1.3232, 0.9025, -1.9049], [-2.7804, -1.7226, -0.8801], [1.8911, -3.8412, -1.8346], [3.7408, -3.2227, -0.2305], [-2.7125, 0.4263, -0.1380], [1.1413, -0.5002, 3.3921], [-1.5676, -0.0827, 2.3889], [-2.6076, 2.5076, -0.9396], [-2.1824, 1.2593, -1.0806], [-2.2318, -0.8265, -0.2458], [1.7035, -1.5032, 1.3145], [0.0676, -1.7621, -0.4763], [0.7459, -0.8676, 2.1112], [-0.5683, -0.6388, 1.5883], [-0.9002, -1.1039, 0.2917], [1.3630, -1.9649, 0.0447], [3.1364, -1.5751, -2.1248], [0.6149, -1.3324, 4.4041], [-1.3331, 1.2670, 2.7955], [2.2301, -1.2759, -3.2334], [-0.9004, 3.9474, -2.0106], [-2.3464, 3.4054, -2.0459], [2.5847, -2.8086, -1.0180], [2.6842, -1.7351, 1.7109], [-0.1646, -2.1249, -1.4915], [3.3281, -0.7493, -1.6022], [1.0995, -1.0646, 5.3495], [0.8505, -2.3942, 4.2260], [-0.4439, -1.2197, 4.4829], [-2.2490, 1.6718, 3.2987], [-0.5507, 1.3502, 3.5503], [-1.1090, 1.9070, 1.9545], [2.7472, -0.7434, -4.0217], [1.8589, -2.2351, -3.6426], [1.3475, -0.6947, -2.8839], [-0.7860, 4.7157, -2.7820], [-0.6378, 4.3535, -1.0220], [-0.2156, 3.1219, -2.2383], [-2.4658, 2.9090, -3.0466], [-3.0589, 4.2449, -2.0096]],
  "forces_ev_per_angstrom": [[-2.4, 0.5, 1.9], [0.2, 2.5, 1.4], [1.2, 2.5, 1.7], [-1.6, 1.1, -0.6], [-0.7, 2.0, -0.5], [-0.3, 0.2, -1.1], [0.7, -0.3, -0.7], [-0.8, -0.6, 0.0], [2.7, -0.1, -1.9], [-0.1, -4.4, -2.5], [-0.4, -0.3, -0.1], [0.5, -0.4, -0.2], [-0.2, -0.1, -0.3], [0.6, -0.1, 0.7], [1.5, 0.8, 1.7], [-0.7, 0.1, -0.6], [-0.7, -1.9, 0.6], [0.7, -0.8, 0.6], [-0.8, 0.6, 1.1], [-1.3, -0.6, 0.3], [-0.3, -0.5, 0.2], [1.1, 0.5, -1.3], [0.3, -1.4, -1.6], [0.0, 0.2, 0.1], [0.0, 0.2, 0.7], [0.4, 0.6, 0.6], [-0.1, 0.2, -0.3], [-0.1, 0.3, -0.1], [-0.8, 0.1, 0.1], [0.5, -0.7, -0.7], [0.3, -0.2, -0.2], [0.1, 0.1, -0.4], [0.2, 0.1, 0.0], [0.3, 0.6, 0.2], [0.4, -0.2, -0.4], [0.0, -0.1, 0.2], [-0.2, 0.0, -0.4], [-0.1, 0.3, 0.1], [-0.2, 0.0, 1.2], [0.1, -0.6, 0.5]],
  "smiles": "CCOC(=O)OC(=O)c1cc(S(=O)(=O)NC)cc(OC)c1OC",
  "lumo_energy_ha": -0.0066,
  "gap_ev": 9.47,
  "homo_ev": -9.65
}

---

7.
{
  "formula": "C13H22NO13S2",
  "method": "ωB97M-V with the def2-TZVPD basis set",
  "species": ["C", "C", "O", "C", "C", "O", "C", "O", "N", "C", "C", "C", "C", "O", "O", "H", "H", "H", "H", "H", "H", "H", "H", "H", "H", "H", "H", "H", "H", "C", "C", "O", "S", "O", "O", "O", "H", "H", "H", "H", "C", "C", "O", "S", "O", "O", "O", "H", "H", "H", "H"],
  "xyz": [[-2.7748, -0.0492, -3.1262], [-3.2287, -0.8827, -1.9282], [-2.6998, -0.3134, -0.7399], [-1.6412, -1.0620, -0.1806], [-0.5513, -0.1698, 0.4134], [-1.1186, 1.0531, 0.8815], [-0.4998, 1.6315, 1.9643], [-0.3612, 1.0729, 3.0224], [-0.0927, 2.8613, 1.6145], [-0.1036, 3.4435, 0.4708], [-1.3679, 4.0694, -0.0487], [1.1680, 3.5767, -0.3115], [0.5546, 0.1526, -0.6294], [0.1892, 0.6811, -1.7056], [1.7151, -0.1696, -0.2944], [-1.7544, 0.2874, -2.9220], [-2.7985, -0.6365, -4.0515], [-3.4266, 0.8192, -3.2575], [-2.8786, -1.9184, -2.0330], [-4.3232, -0.9337, -1.8681], [-1.1301, -1.6507, -0.9569], [-2.0412, -1.7785, 0.5529], [-0.0614, -0.7094, 1.2277], [-2.0973, 3.2672, -0.1994], [-1.2129, 4.6272, -0.9741], [-1.7621, 4.7478, 0.7148], [1.7702, 2.6705, -0.2125], [0.9829, 3.8231, -1.3574], [1.7400, 4.4018, 0.1393], [2.5367, -0.1349, 5.4616], [1.5096, -0.9545, 4.7144], [1.7736, -2.3059, 5.1643], [2.2482, -2.2952, 6.6747], [1.1612, -2.5683, 7.5486], [3.4439, -3.0566, 6.7776], [2.5809, -0.7401, 6.7700], [3.5269, -0.2089, 5.0102], [2.2479, 0.9069, 5.5601], [1.6220, -0.9037, 3.6360], [0.4908, -0.6773, 4.9807], [1.0150, -1.2955, -3.2755], [1.0903, -0.9257, -4.7391], [0.8546, -2.1712, -5.4392], [-0.1724, -3.0603, -4.6056], [-1.4865, -2.8937, -5.1259], [0.3714, -4.3665, -4.4693], [-0.0690, -2.2592, -3.2484], [1.9242, -1.7855, -2.9258], [0.7657, -0.4547, -2.6245], [2.0630, -0.5444, -5.0344], [0.3079, -0.2172, -5.0150]],
  "forces_ev_per_angstrom": [[-0.1, -0.2, -0.1], [0.2, -0.1, -0.4], [-0.2, -0.2, 0.1], [0.2, -0.1, -0.2], [0.1, -0.3, -0.1], [-0.2, -0.2, 0.2], [-0.1, 0.4, -0.5], [0.1, -0.3, 0.7], [0.4, -0.2, -0.8], [-0.1, 0.2, 0.5], [0.1, 0.2, 0.0], [0.1, 0.3, 0.2], [0.3, -0.1, 1.1], [-0.4, 1.1, 0.4], [-0.3, 0.1, -0.3], [-0.1, 0.0, -0.1], [0.0, 0.1, 0.1], [0.1, 0.0, 0.1], [0.0, 0.1, 0.0], [0.1, 0.1, 0.2], [-0.2, 0.0, 0.1], [0.1, 0.2, 0.1], [-0.1, 0.1, 0.1], [0.1, 0.0, 0.0], [0.0, -0.1, 0.1], [0.0, -0.1, -0.1], [-0.1, 0.0, -0.1], [0.0, -0.1, 0.1], [-0.1, -0.1, -0.1], [0.1, 0.0, -0.2], [-0.2, 0.2, -0.1], [0.1, 0.0, 0.0], [0.0, 0.0, 0.0], [0.0, 0.0, 0.0], [0.0, 0.0, 0.0], [-0.1, 0.1, 0.0], [0.0, 0.0, 0.0], [0.0, 0.0, 0.1], [0.0, -0.1, 0.0], [0.0, 0.0, 0.0], [0.7, -0.5, -0.5], [-0.1, 0.1, 0.2], [0.1, -0.1, 0.0], [0.2, 0.4, 0.2], [-0.1, -0.1, 0.0], [0.0, -0.1, -0.1], [-0.3, -0.2, -0.1], [0.0, -0.1, -0.1], [0.0, -0.1, -0.4], [0.0, -0.1, -0.1], [0.0, 0.0, 0.0]],
  "relative_energy_kj_mol": 217.20,
  "lumo_energy_ha": 0.0917,
  "gap_ev": 8.21,
  "total_charge": -1,
  "homo_ev": -5.71
}

---

8.
{
  "formula": "C6H35NO11",
  "method": "ωB97M-V with the def2-TZVPD basis set",
  "species": ["C", "O", "C", "C", "C", "C", "C", "N", "H", "H", "H", "H", "H", "H", "H", "H", "H", "H", "H", "H", "H", "H", "H", "H", "H", "O", "H", "H", "O", "H", "H", "O", "H", "H", "O", "H", "H", "O", "H", "H", "O", "H", "H", "O", "H", "H", "O", "H", "H", "O", "H", "H", "O"],
  "xyz": [[2.2448, 1.2164, 0.4012], [1.9756, 2.2596, -0.5259], [1.5581, -0.0627, -0.0528], [0.0384, 0.0656, 0.1168], [-0.3760, 0.0754, 1.6040], [-1.7446, -0.5277, 1.8685], [-2.8675, 0.0419, 0.9773], [-3.1099, 1.4394, 1.2094], [1.8605, 1.5960, 1.3548], [3.3269, 1.0748, 0.5043], [1.7825, 1.8811, -1.4322], [1.9051, -0.9235, 0.5273], [1.7504, -0.2297, -1.1129], [-0.2823, 0.9835, -0.3976], [-0.4873, -0.7484, -0.4047], [-0.3318, 1.0897, 2.0033], [0.3775, -0.4581, 2.1904], [-2.0103, -0.3735, 2.9204], [-1.7390, -1.6085, 1.7278], [-2.6006, -0.1167, -0.0753], [-3.7925, -0.5166, 1.1404], [-2.2657, 2.0259, 1.4147], [-3.7954, 1.6428, 1.9409], [3.0299, -3.5131, 1.7800], [3.7618, -3.7222, 0.4457], [2.8895, -3.7806, 0.8446], [0.6036, 3.0654, -0.3184], [0.0366, 4.5225, -0.2538], [-0.2468, 3.5993, -0.2141], [1.1804, 0.3874, -3.0582], [0.4038, 1.7000, -2.9794], [1.3208, 1.3533, -2.9230], [-2.2451, -0.4779, -1.5994], [-3.0403, 0.5115, -0.6794], [-2.8175, 0.3239, -1.5927], [2.9231, -2.2393, 3.7301], [4.4038, -2.7327, 3.6658], [3.5039, -2.9133, 3.3733], [1.1669, -4.0307, -1.5097], [1.6329, -3.2758, -0.2971], [1.0188, -3.1823, -1.0775], [0.8849, -2.0049, -2.5043], [-0.2167, -1.3052, -3.2092], [0.7492, -1.3377, -3.2067], [-1.7978, 1.5756, -2.3663], [-1.0034, 2.7383, -1.7385], [-1.1538, 2.2802, -2.5765], [-0.6240, -2.4807, -1.2742], [-1.8951, -2.6566, -2.1940], [-1.3565, -2.0028, -1.7337], [-1.0387, 3.1148, 1.1998], [-1.9207, 3.7425, 2.3565], [-1.5703, 2.9141, 2.0101]],
  "forces_ev_per_angstrom": [[0.1, 0.1, -0.3], [-0.3, 0.3, -0.2], [-0.6, 0.1, 0.3], [-0.1, -0.2, 0.1], [0.3, 0.3, -0.4], [0.6, 0.3, 0.9], [-1.7, -0.3, 1.4], [-1.1, -3.5, 0.5], [0.1, -0.4, 0.1], [-0.1, 0.0, -0.1], [0.4, -0.1, -0.1], [0.1, 0.0, -0.1], [0.3, -0.1, 0.2], [0.0, -0.2, 0.1], [0.5, 0.4, 0.4], [0.0, -0.1, 0.0], [-0.1, -0.2, 0.0], [-0.1, 0.0, -0.1], [-0.1, 0.0, -0.3], [1.6, -1.8, 3.1], [0.1, 0.0, 0.1], [0.0, 1.2, -0.4], [-0.5, 0.0, -0.6], [0.0, -0.1, -0.3], [0.1, 0.0, -0.1], [-0.1, 0.2, 0.1], [0.2, 0.1, 0.1], [-0.1, -0.1, -0.1], [0.0, -0.1, 0.4], [0.4, 0.4, 0.0], [0.1, 0.2, 0.0], [-0.2, -0.4, -0.1], [-0.2, 0.2, -0.3], [-1.2, 1.7, -2.6], [-0.2, 0.1, -2.3], [0.2, 0.2, 0.2], [-0.1, 0.1, 0.1], [0.0, -0.2, -0.2], [-0.2, -0.1, -0.2], [-0.3, 0.3, -0.2], [0.4, -0.4, 0.6], [0.5, 0.4, -0.3], [0.2, 0.2, -0.2], [-0.1, -0.4, 0.1], [0.1, 0.3, -0.1], [0.0, 0.3, -0.1], [-0.4, -0.2, 0.0], [-0.3, 0.0, -0.3], [0.0, -0.1, 0.1], [-0.6, -0.5, 0.2], [0.7, 0.9, -0.3], [0.0, 0.1, -0.1], [1.8, 1.4, 1.1]],
  "spin_multiplicity": 2,
  "relative_energy_kj_mol": 0.00,
  "lumo_energy_ha": [-0.1003, -0.2620],
  "gap_ev": [10.06, 5.66],
  "total_charge": 1,
  "homo_ev": [-12.79, -12.79]
}